[1]
# C37H86F3O22P5S

A structure of composition C37H86F3O22P5S (ωB97M-V with the def2-TZVPD basis set, the OMol25 dataset).

Structure (XYZ):
```
154
Properties=species:S:1:pos:R:3:forces:R:3
C 7.600 2.810 -0.636 0.1858 0.9358 0.7715
O 7.899 1.424 -0.381 -0.5996 0.3374 -1.5847
C 6.909 0.547 -0.952 -0.5618 -1.2621 0.9248
C 5.709 0.362 0.113 -0.6246 0.8030 -0.6068
C 4.270 0.607 -0.525 -0.1558 0.2920 -1.0991
C 3.576 -0.692 -1.133 0.4513 -1.0477 -0.1028
C 2.334 -1.234 -0.302 0.1673 0.4666 0.7342
C 1.029 -0.315 -0.378 -0.0491 -0.8558 0.7985
C 0.030 -0.672 -1.563 0.2113 0.6636 0.2935
C 0.362 -0.002 -2.968 0.2287 -2.8469 -0.5065
O -0.219 1.315 -3.166 1.8923 2.1821 1.3250
P 0.700 2.534 -2.470 1.8918 -0.5986 -0.0215
O 2.169 2.200 -2.270 -3.1518 0.7137 -0.2326
O -0.015 2.843 -0.935 -0.3077 -1.1283 -3.2393
S -1.715 2.919 -1.171 -0.6245 0.2905 0.3986
O 0.542 3.877 -3.467 -0.0932 -2.0934 2.0355
C 1.503 4.905 -3.155 1.0269 1.8868 -0.0289
C 1.179 5.756 -1.847 -0.8684 1.0884 -0.3577
O 2.367 6.141 -1.105 -0.7672 -1.5567 0.0042
C 2.817 5.075 -0.266 1.1734 0.3580 0.5730
C 2.018 4.943 1.111 0.7612 -0.6526 0.7664
F 2.849 5.250 2.215 -1.3968 -0.6297 -2.1601
F 1.689 3.584 1.294 -0.0392 2.6768 -0.1163
F 0.919 5.778 1.217 1.5748 -1.9494 -0.3356
H 7.330 3.278 0.374 0.1299 -0.3840 -1.4570
H 8.507 3.382 -1.028 -0.9924 -1.0335 0.4987
H 6.763 2.972 -1.382 0.8098 -0.3640 0.9015
H 6.541 0.900 -1.967 0.4149 -0.2392 1.2175
H 7.376 -0.486 -1.083 -0.2691 1.5365 0.0281
H 5.866 1.182 0.892 -0.0691 -1.3980 -0.7843
H 5.750 -0.678 0.552 0.0566 1.2739 -0.1500
H 3.535 1.121 0.170 1.0197 -0.6260 -0.5731
H 4.426 1.334 -1.396 -0.3430 -0.8207 1.2529
H 3.309 -0.578 -2.236 0.2916 0.0878 1.4783
H 4.366 -1.525 -1.114 -1.0241 1.0061 -0.0828
H 2.658 -1.217 0.798 -0.3578 -0.0636 -1.4159
H 2.096 -2.334 -0.509 0.2890 1.5201 -0.0045
H 1.350 0.766 -0.325 -0.5046 -1.1463 -0.3074
H 0.455 -0.516 0.594 0.6885 0.3193 -1.2907
H -0.014 -1.810 -1.648 0.1683 1.5173 -0.1732
H -1.018 -0.348 -1.265 1.1404 -0.3438 -0.4302
H 1.477 -0.049 -3.210 -1.5194 0.5239 0.5388
H -0.125 -0.672 -3.758 0.4468 1.2283 0.9352
H -2.207 1.636 -1.405 1.1325 0.6724 0.2524
H 2.575 4.555 -3.083 -1.3199 -0.1256 -0.0787
H 1.476 5.635 -4.033 -0.1302 -1.2150 1.0767
H 0.725 6.745 -2.199 0.6519 -1.2947 0.5944
H 0.407 5.297 -1.158 0.9639 0.1963 -0.8903
H 3.889 5.336 0.032 -1.4888 -0.2922 -0.3123
H 2.871 4.069 -0.780 -0.4672 0.9876 0.5555
O -5.611 2.784 -3.588 -1.3433 1.6910 3.8514
P -5.994 4.258 -3.750 2.0373 0.0397 -8.5213
O -7.163 4.050 -4.910 -0.2362 0.0171 1.0141
C -8.434 3.576 -4.479 -0.3868 -0.0780 0.0095
C -9.174 4.610 -3.647 0.0199 0.0727 0.0415
O -4.692 4.628 -4.710 -0.2364 0.4972 1.0898
C -3.529 3.810 -4.772 0.2706 -0.3686 -0.2640
C -3.631 2.829 -5.926 -0.1379 -0.0958 -0.1393
O -6.384 5.920 -3.707 -0.3734 -2.1001 2.7164
C -5.732 6.930 -4.473 0.7026 0.7887 -0.1599
C -6.091 6.886 -5.949 -0.1624 -0.3081 -0.0317
H -8.312 2.644 -3.918 0.0142 -0.0111 -0.0509
H -9.014 3.349 -5.377 0.1974 0.0192 -0.0393
H -8.659 4.794 -2.699 -0.0528 -0.0058 -0.0036
H -10.187 4.270 -3.421 0.0566 -0.0323 -0.0044
H -9.230 5.564 -4.176 -0.0061 -0.0948 0.0166
H -3.346 3.306 -3.822 -0.1388 -0.0169 -0.1353
H -2.675 4.471 -4.943 -0.1429 0.1544 0.0368
H -4.554 2.246 -5.886 0.0869 0.0163 0.2067
H -2.784 2.139 -5.924 -0.0064 0.0661 0.0041
H -3.644 3.364 -6.878 0.0889 0.0184 0.0446
H -4.654 6.909 -4.310 -0.0741 -0.1733 -0.1205
H -6.071 7.888 -4.065 -0.1936 -0.2427 0.1986
H -5.825 5.938 -6.413 0.0919 0.0300 0.0974
H -5.567 7.684 -6.483 -0.0405 0.0186 0.1466
H -7.166 7.020 -6.084 0.0358 0.0890 0.0273
O -0.110 10.764 4.128 -1.1907 -2.3145 -3.5471
P 1.116 10.274 3.352 5.5214 3.7190 5.5976
O 1.826 9.421 4.585 -0.6346 -0.3895 -0.6942
C 1.280 8.142 4.892 -0.0722 -0.4544 0.1282
C 1.542 7.134 3.786 -0.0305 0.2928 0.1910
O 1.935 11.712 3.482 -0.3205 -0.4380 -1.0398
C 1.287 12.938 3.797 -0.0979 0.3085 0.3401
C 1.340 13.198 5.292 0.0386 -0.0883 0.1939
O 2.345 9.714 2.306 -3.3163 -0.7062 -0.4623
C 3.555 10.411 2.024 0.6106 0.6137 -0.5687
C 4.538 10.395 3.183 -0.1830 -0.1162 0.2617
H 0.206 8.232 5.086 0.0258 0.0468 0.0538
H 1.756 7.802 5.815 0.0287 0.2122 -0.0237
H 1.006 7.406 2.873 0.0131 -0.0107 0.0710
H 1.215 6.137 4.085 -0.0153 0.0654 0.0033
H 2.604 7.099 3.540 -0.1221 0.0522 0.1075
H 0.265 12.958 3.415 0.0530 -0.1401 0.1477
H 1.829 13.734 3.278 0.1270 -0.1631 -0.0775
H 0.949 12.356 5.866 -0.1345 0.0395 -0.1845
H 0.766 14.091 5.551 0.0482 -0.0193 -0.0309
H 2.373 13.341 5.616 -0.0228 0.0734 -0.0678
H 3.350 11.422 1.671 -0.0360 -0.0236 0.2167
H 4.014 9.892 1.176 -0.2947 -0.2081 0.0637
H 4.129 10.854 4.081 -0.0521 0.0608 -0.1093
H 5.446 10.939 2.907 -0.0797 -0.0718 -0.1065
H 4.806 9.369 3.441 0.0389 0.0177 -0.0851
O 2.724 -5.221 0.537 -2.7698 -1.3418 -3.1754
P 2.858 -6.732 0.326 6.2037 -0.7602 6.1839
O 2.500 -7.199 1.877 -0.7291 0.0827 -0.7470
C 1.128 -7.189 2.262 -0.3574 -0.1038 0.1826
C 0.330 -8.267 1.550 -0.0271 -0.0284 -0.0453
O 4.516 -6.728 0.410 -0.5803 -0.3150 -1.0005
C 5.290 -5.548 0.229 0.2494 0.3491 0.2167
C 5.588 -4.897 1.568 -0.0639 0.0060 0.2040
O 2.923 -8.380 -0.116 -2.2554 2.2261 -1.3617
C 4.106 -9.174 -0.131 0.8358 -0.4600 -0.4518
C 4.604 -9.531 1.259 -0.1856 0.2054 0.2082
H 0.697 -6.201 2.073 0.0409 0.0114 0.0419
H 1.095 -7.364 3.340 0.1825 0.0507 -0.0656
H 0.273 -8.069 0.474 -0.0334 -0.0090 0.0189
H -0.689 -8.314 1.940 0.0339 0.0135 -0.0075
H 0.802 -9.244 1.674 -0.0454 0.0822 0.0245
H 4.804 -4.856 -0.462 -0.0929 -0.0443 0.1772
H 6.231 -5.846 -0.240 -0.0872 -0.2025 0.0036
H 4.680 -4.720 2.147 -0.0357 0.0576 -0.2200
H 6.104 -3.944 1.430 0.0082 -0.0584 -0.0079
H 6.219 -5.551 2.175 0.0530 0.0277 -0.0856
H 4.882 -8.708 -0.740 -0.0336 0.1058 0.1929
H 3.844 -10.102 -0.651 -0.3213 0.1776 0.0081
H 4.840 -8.650 1.854 0.0262 0.0236 -0.1317
H 5.508 -10.142 1.185 -0.1058 -0.0070 -0.1104
H 3.843 -10.092 1.804 0.0333 -0.0590 -0.0698
O -3.183 -10.101 2.760 -0.8631 -0.6204 4.3625
P -4.421 -10.994 2.856 -0.6516 -0.6916 -8.7613
O -3.799 -12.286 2.021 0.0882 -0.0439 1.0343
C -2.904 -13.146 2.718 0.1959 -0.3120 0.0868
C -3.609 -13.942 3.803 -0.0727 0.0012 0.0414
O -5.211 -10.216 1.625 -0.5684 0.0359 1.0690
C -4.850 -8.900 1.212 0.1411 0.2787 -0.2790
C -3.849 -8.953 0.076 0.1734 -0.1548 -0.1717
O -5.831 -11.913 3.144 2.0282 1.1834 2.5197
C -6.999 -11.891 2.328 -0.9833 0.3160 -0.2719
C -6.813 -12.599 0.998 0.3497 -0.0453 -0.0142
H -2.082 -12.560 3.142 0.0084 0.0038 -0.0520
H -2.478 -13.832 1.982 -0.0863 0.1578 -0.0856
H -3.972 -13.285 4.600 0.0246 -0.0453 0.0109
H -2.931 -14.672 4.249 0.0096 0.0607 -0.0203
H -4.476 -14.467 3.396 0.0910 0.0314 0.0089
H -4.475 -8.308 2.049 0.0664 -0.1724 -0.0506
H -5.764 -8.410 0.868 -0.0853 -0.1914 0.0389
H -2.982 -9.568 0.329 -0.0487 0.1367 0.1522
H -3.501 -7.949 -0.180 -0.0459 -0.0347 -0.0003
H -4.300 -9.403 -0.811 -0.0545 0.0884 0.0224
H -7.370 -10.873 2.205 0.1915 -0.0335 -0.1144
H -7.775 -12.418 2.893 0.2922 -0.0306 0.2181
H -6.018 -12.157 0.399 -0.0612 0.0979 0.0715
H -7.739 -12.555 0.419 -0.0043 -0.0011 0.1546
H -6.547 -13.646 1.157 -0.0947 0.0097 0.0246
```
Forces are in eV/Å.

HOMO (hartree): -0.345
HOMO-LUMO gap (Ha): 0.2868

[2]
# C5H8N2

A cluster of 2 separate species, C5H8N2 in total (ωB97M-V with the def2-TZVPD basis set, the OMol25 dataset).

Structure (XYZ):
```
15
Properties=species:S:1:pos:R:3:forces:R:3
C 0.277 -1.845 -1.910 -0.1024 0.2524 0.0807
C 1.089 -0.717 -1.404 0.1448 -0.4733 -0.1845
C -0.613 1.427 0.449 -0.0119 -0.1748 0.2168
C -1.083 1.197 -0.904 -0.4554 -0.0865 -0.9275
N -1.542 1.116 -1.964 0.3854 0.1051 1.0553
N -0.389 0.470 1.244 -0.1620 0.4031 -0.2559
C 0.001 0.825 2.592 0.0484 0.0203 0.1726
H -0.803 -1.670 -1.902 0.1753 0.0106 0.0177
H 0.601 -2.112 -2.930 0.0319 0.0250 0.1098
H 0.512 -2.743 -1.310 0.0468 0.1168 -0.0542
H 2.144 -1.052 -1.515 -0.1066 0.0105 0.0160
H -0.517 2.485 0.727 0.0417 -0.1382 -0.0333
H 0.148 1.905 2.745 -0.0308 -0.1550 -0.0634
H 0.922 0.296 2.853 -0.1345 0.0581 -0.0728
H -0.780 0.473 3.275 0.1293 0.0257 -0.0772
```
Forces are in eV/Å.

HOMO (spin up / spin down) (hartree): -0.314 / -0.314
HOMO-LUMO gap (spin up / spin down) (Ha): 0.3101 / 0.3099
Energy relative to the best compared isomer or geometry (same formula, charge and spin) (kcal/mol): 128.51

[3]
# C3HCl3O

A cluster of 2 separate species, C3HCl3O in total (ωB97M-V with the def2-TZVPD basis set, the OMol25 dataset).

Structure (XYZ):
```
8
Properties=species:S:1:pos:R:3:forces:R:3
C -1.245 1.257 -0.006 -1.1434 3.7437 -0.1722
C 0.413 -0.563 0.033 -2.7718 -0.0110 -0.2185
C -0.894 -0.033 0.031 0.4491 -2.6552 0.1850
O -1.700 2.316 -0.024 1.2812 -2.3168 0.0442
Cl 0.693 -2.191 0.165 0.1894 0.9527 -0.0825
Cl -2.410 -0.936 0.041 0.6642 0.0297 0.1467
Cl 4.019 -0.035 -0.063 -0.8770 -0.0163 0.0138
H 1.123 0.184 -0.177 2.2083 0.2732 0.0836
```
Forces are in eV/Å.

HOMO (spin up / spin down) (hartree): -0.267 / -0.266
HOMO-LUMO gap (spin up / spin down) (Ha): 0.1341 / 0.1333
Energy relative to the best compared isomer or geometry (same formula, charge and spin) (kcal/mol): 89.25

[4]
# C3H2N2O2S

The molecule C3H2N2O2S (ωB97M-V with the def2-TZVPD basis set, the OMol25 dataset).

Structure (XYZ):
```
10
Properties=species:S:1:pos:R:3:forces:R:3
C 0.952 0.837 0.009 -0.0874 -0.2301 -0.2056
C -1.384 0.353 0.014 -0.3551 -0.3869 -0.1533
C 0.984 -0.714 -0.010 -0.2491 0.8357 0.3341
H 1.842 2.515 -0.048 0.0481 -0.1827 -0.0443
H -0.659 2.253 0.150 0.4262 -0.6459 -0.1330
N 2.013 1.506 -0.075 -0.1136 0.0913 0.1686
N -0.367 1.270 0.086 -0.3268 0.7762 0.1210
O -2.557 0.605 -0.042 0.5238 -0.0458 0.1533
O 1.982 -1.350 0.036 -0.1075 -0.2885 -0.1545
S -0.713 -1.319 -0.014 0.2414 0.0766 -0.0864
```
Forces are in eV/Å.

HOMO (hartree): -0.394
HOMO-LUMO gap (Ha): 0.3758
Structure (SMILES): [H]/N=C1\NC(=O)SC1=O
Energy relative to the best compared isomer or geometry (same formula, charge and spin) (kcal/mol): 17.19